{"formula": "C43H37Br2Cl5N4O3Sb2Y", "method": "ωB97M-V/def2-TZVPD", "species": ["Sb", "Sb", "Y", "Br", "Br", "Cl", "Cl", "Cl", "Cl", "Cl", "O", "O", "O", "N", "N", "N", "N", "C", "C", "C", "C", "C", "C", "C", "C", "C", "C", "C", "C", "C", "C", "C", "C", "C", "C", "C", "C", "C", "C", "C", "C", "C", "C", "C", "C", "C", "C", "C", "C", "C", "C", "C", "C", "C", "C", "C", "C", "C", "C", "C", "H", "H", "H", "H", "H", "H", "H", "H", "H", "H", "H", "H", "H", "H", "H", "H", "H", "H", "H", "H", "H", "H", "H", "H", "H", "H", "H", "H", "H", "H", "H", "H", "H", "H", "H", "H", "H"], "positions_angstrom": [[-2.12602, 3.00079, 1.45625], [-0.55407, -0.45942, 3.04832], [-0.66942, 0.52076, 0.12712], [1.50278, 6.31446, -3.32596], [6.28572, 0.75492, -0.76120], [-5.80665, -2.41479, 0.86928], [-3.93874, -2.34004, -4.20515], [-5.95940, -3.45932, -2.08523], [-1.85578, -0.09517, -3.30461], [-3.70250, -0.14992, 1.59192], [-2.42044, 0.98413, -0.72495], [-1.24617, -1.80850, 0.05669], [2.45173, -0.78946, -2.31001], [0.54071, -0.95287, -1.03643], [1.81980, 1.09610, 0.46073], [-0.10778, -3.03801, -1.56774], [0.11097, 2.40835, -1.25795], [0.45607, 4.51389, 5.34571], [1.22673, -0.93921, 4.13615], [2.98145, -3.54061, -0.72019], [1.39637, 2.79075, -1.20254], [-0.36919, 4.30145, -2.64223], [2.32423, -5.09994, -2.42174], [4.02603, -5.70291, -0.83074], [-0.80261, 2.05501, 4.85650], [0.94244, 4.72185, -2.51876], [3.66548, 1.81594, -0.88016], [0.92938, -2.93390, -3.83564], [2.64184, 0.22792, 1.05565], [-0.34161, -1.96435, -0.80690], [3.89612, -4.45981, -0.22733], [-3.98798, -1.68608, -2.61890], [-0.48573, -3.13679, -5.77554], [1.87112, -2.76079, -6.04434], [-2.62426, 3.26545, 3.54110], [3.23529, -6.02235, -1.92483], [-4.11331, 3.25849, 0.72159], [-1.42368, 0.69840, 4.66025], [-4.86998, -2.19980, -1.66501], [-3.19254, -0.05748, -1.01379], [4.49258, 0.91000, -0.24889], [2.19188, -3.85187, -1.82449], [-1.56239, -2.27835, 3.50544], [-0.74037, 3.15052, -1.97665], [2.33678, 1.88076, -0.49308], [1.02309, 3.34034, 5.82185], [-0.73073, 4.45569, 4.63619], [1.13558, -2.86956, -2.32925], [-0.32694, -3.12579, -4.39390], [-1.53742, 5.02981, 1.09741], [0.60964, -2.94871, -6.60182], [-1.37451, 3.24351, 4.37113], [-4.83415, -1.71610, -0.35849], [-3.99393, -0.65970, -0.04701], [1.84203, 3.96204, -1.79254], [3.98093, 0.10059, 0.74889], [2.03275, -2.75514, -4.66943], [1.49091, -1.40459, -1.92472], [0.38783, 2.13434, 5.58374], [-3.14363, -0.64068, -2.28402], [2.73121, -2.61782, -6.68622], [-3.11811, 4.23624, 3.59272], [-3.34514, 2.49401, 3.80752], [3.01304, -2.60468, -4.23414], [-1.23575, 0.06838, 5.53122], [-2.63361, -2.16347, 3.36146], [-0.51845, 5.20432, 1.44226], [-1.19182, -3.26338, -3.75575], [-1.19968, -3.06545, 2.84692], [0.92672, 5.46897, 5.54019], [2.20535, -0.40509, 1.81578], [2.86656, 4.28538, -1.67926], [4.51136, -4.20588, 0.62728], [1.72025, -5.35042, -3.28593], [1.94583, 3.36680, 6.38675], [-2.21933, 5.68967, 1.63408], [0.80937, 1.22255, 5.99268], [-1.76140, 2.79325, -2.01667], [2.89198, -2.56836, -0.24801], [0.48530, -2.94951, -7.67718], [-1.18855, 5.37313, 4.28110], [-1.35022, -2.53266, 4.54245], [4.03602, 2.41655, -1.69775], [-4.78962, 2.60400, 1.26676], [-4.15287, 3.00972, -0.33692], [-4.40197, 4.29680, 0.87360], [1.88099, -0.07078, 4.19891], [1.75845, -1.76476, 3.66219], [4.74099, -6.41990, -0.44880], [-0.60816, -3.90680, -1.47853], [-1.46998, -3.28833, -6.20089], [-1.08952, 4.85647, -3.22563], [-1.59804, 5.24196, 0.03016], [3.32921, -6.99112, -2.39775], [4.60182, -0.62147, 1.26000], [0.93103, -1.24204, 5.14005], [-2.49967, 0.72941, 4.49559]], "mulliken_charge": [0.502, 0.574, -0.104, -0.119, -0.120, -0.182, -0.134, -0.184, -0.069, -0.118, 0.335, -0.476, -0.591, 1.421, 0.070, 0.335, 0.960, -0.780, -1.676, -0.153, 0.222, -1.120, -0.292, -0.527, 0.843, -0.110, -1.013, -0.752, -0.081, -0.811, -0.901, 0.005, -0.974, -0.922, -1.356, -0.931, -1.310, -1.330, 0.613, -2.102, -0.457, -0.271, -1.229, -0.570, 0.993, -0.896, -0.650, 3.706, 0.033, -1.404, -0.492, 0.466, 0.034, 1.042, -0.924, -0.720, -0.251, -1.261, -0.517, 0.844, 0.425, 0.716, 0.572, 0.504, 0.743, 0.387, 0.362, 0.446, 0.368, 0.430, 0.210, 0.630, 0.439, 0.480, 0.438, 0.484, 0.444, 0.588, 0.143, 0.427, 0.400, 0.440, 0.546, 0.394, 0.327, 0.512, 0.432, 0.494, 0.418, 0.353, 0.381, 0.511, 0.435, 0.415, 0.573, 0.543, 0.470], "de_lowest_kcal_mol": 10.7, "e_homo_ev": -10.746, "total_charge": 1, "e_tot_ha": -10073.38013, "orbital_gap_ev": 7.58, "max_force_ev_per_a": 2.42}